Entry from the OMol25 dataset: a 13-piece molecular cluster, C20H30Cl36N2O4S overall at a distorted geometry (ωB97M-V/def2-TZVPD).

- LUMO (eV) = 0.0
- Kohn-Sham gap (eV) = 9.3

```
! RIJCOSX wB97M-V def2-TZVPD def2/J DEFGRID3
* xyz 0 1
C 6.403 -0.582 2.880
C 6.032 0.690 2.098
N 5.490 1.766 2.940
O 4.494 1.267 3.852
S 3.145 0.819 3.004
O 2.982 -0.612 3.250
O 2.076 1.565 3.988
C 0.718 1.310 3.554
C 0.390 1.961 2.214
C -0.845 1.337 1.542
C -0.511 0.101 0.682
N -1.215 -1.137 1.047
C -0.677 -1.907 2.101
C -1.603 -2.217 3.271
O 0.514 -2.339 2.082
H 6.049 -0.567 3.911
H 5.964 -1.450 2.384
H 7.489 -0.704 2.914
H 5.383 0.427 1.251
H 6.948 1.104 1.660
H 5.001 2.433 2.343
H 0.534 0.229 3.550
H 0.090 1.759 4.329
H 1.232 1.902 1.517
H 0.200 3.028 2.382
H -1.605 1.095 2.295
H -1.273 2.108 0.897
H -0.814 0.320 -0.343
H 0.568 -0.074 0.633
H -2.194 -0.961 1.236
H -1.099 -1.968 4.206
H -2.554 -1.680 3.194
H -1.838 -3.287 3.289
C 0.170 2.878 -2.722
Cl 0.945 1.347 -3.137
Cl -1.590 2.742 -2.748
Cl 0.736 3.455 -1.152
H 0.450 3.613 -3.466
C 0.474 -3.767 -0.721
Cl -1.094 -4.469 -1.143
Cl 1.712 -5.014 -0.605
Cl 0.963 -2.514 -1.874
H 0.382 -3.297 0.248
C -2.399 6.481 -1.193
Cl -1.366 6.853 0.187
Cl -1.433 6.244 -2.652
Cl -3.407 5.071 -0.854
H -3.053 7.325 -1.363
C -5.383 -2.272 1.137
Cl -5.200 -0.512 1.222
Cl -3.903 -3.010 0.533
Cl -5.833 -2.931 2.711
H -6.176 -2.490 0.431
C -7.281 -0.671 -2.407
Cl -7.059 1.080 -2.306
Cl -5.803 -1.454 -2.954
Cl -7.791 -1.327 -0.851
H -8.061 -0.870 -3.130
C -6.554 3.180 -5.389
Cl -7.930 4.190 -5.828
Cl -6.446 1.772 -6.448
Cl -5.055 4.107 -5.423
H -6.706 2.823 -4.380
C 4.693 0.964 -2.137
Cl 6.351 0.394 -2.328
Cl 3.562 -0.384 -2.074
Cl 4.540 1.974 -0.695
H 4.444 1.572 -2.997
C 9.646 -3.234 1.192
Cl 10.806 -1.973 0.767
Cl 9.481 -3.367 2.944
Cl 8.083 -2.930 0.436
H 10.023 -4.176 0.818
C 7.678 4.950 2.414
Cl 6.647 4.396 1.089
Cl 6.739 5.177 3.886
Cl 9.008 3.823 2.677
H 8.097 5.906 2.129
C -4.997 -0.312 -9.190
Cl -3.688 -1.292 -8.529
Cl -4.662 0.145 -10.860
Cl -6.541 -1.162 -9.069
H -5.064 0.595 -8.603
C -8.134 -5.083 -3.233
Cl -7.223 -5.712 -4.601
Cl -7.090 -4.880 -1.825
Cl -8.931 -3.562 -3.663
H -8.904 -5.799 -2.980
C 0.796 -4.101 6.197
Cl 1.608 -2.694 5.524
Cl -0.808 -3.673 6.810
Cl 0.677 -5.392 4.999
H 1.382 -4.468 7.029
*
```